Computed, not measured: a structure of composition C42H37N4O4P2Zn, with ωB97M-V/def2-TZVPD.

Energy above the lowest of the compared OMol25 structures with the same formula, charge and spin (kJ/mol): 85.2
2S+1: 1
Charge: +1
Frontier orbital gap (eV): 7.8
Lowest unoccupied orbital energy (eV): -2.6

CARTESIAN COORDINATES (ANGSTROEM)
1 C 0.81920 3.80427 5.03529
2 C 1.51440 4.50537 -4.11834
3 P -0.96661 2.56303 -1.52488
4 C 0.97523 3.29799 3.75645
5 H 4.84753 1.08442 -2.25748
6 H -1.82407 5.25710 -2.33379
7 H 3.53005 1.36015 0.63794
8 H 2.70464 2.44563 -0.56411
9 H 3.78377 0.62151 -4.44797
10 C -1.50397 -3.52167 -1.45460
11 H 0.27042 -2.55562 -4.18259
12 H 1.50465 3.51223 5.82001
13 C 3.85741 0.40696 0.21717
14 C 3.89517 0.57276 -2.31001
15 Zn 0.06487 0.00080 0.11517
16 H 1.41403 2.58650 -3.14637
17 C -2.00684 -3.44303 1.56196
18 C 3.67193 5.68548 -0.72906
19 H -3.95019 0.61218 -4.82037
20 H -5.85744 3.25143 -2.04470
21 H 1.77557 2.60201 3.53231
22 H -1.45250 -4.19381 -3.48470
23 C 0.33316 -1.63376 -2.23479
24 C 3.69602 4.31596 -0.94314
25 C -3.75031 2.98329 -1.77548
26 C -2.67819 1.49605 -3.33904
27 H -1.44806 -2.29402 4.68423
28 H -0.32932 5.09550 6.30776
29 N -0.52074 -1.57591 1.55746
30 H -1.65059 4.84252 2.25408
31 C -1.39394 -2.38878 3.60808
32 C 0.20112 -0.44746 3.58925
33 H -0.79495 6.95833 -3.79564
34 C 1.71803 4.07623 0.39695
35 H 4.46918 3.87762 -1.56186
36 H -1.95491 3.14454 0.63511
37 C -0.94880 4.55312 3.02638
38 N -0.17920 -1.63696 -1.00940
39 H -1.91442 5.73617 4.52708
40 C 2.10976 -0.40188 -3.56697
41 C -5.03790 1.90242 -3.49451
42 H 3.53948 -0.38282 0.89524
43 C -1.06428 3.44666 0.08911
44 C -0.24199 3.82845 -2.61702
45 C 0.94531 3.55286 -3.28546
46 C 1.69495 5.45260 0.61603
47 C 0.09330 3.67478 2.74472
48 C 1.52961 -0.75821 -2.36437
49 C 0.89826 5.73608 -4.28810
50 H 4.43451 6.31635 -1.16692
51 H 1.63498 -0.65838 -4.50428
52 H -5.99009 1.72258 -3.97595
53 H -2.17947 -4.29923 -1.13039
54 H 0.95771 -0.03520 2.92751
55 H 0.67307 -0.86281 4.47907
56 C -0.30172 6.00709 -3.64321
57 O -0.02401 1.39229 -1.56799
58 C -1.08000 -3.46838 -2.77371
59 H 0.92549 5.89565 1.23840
60 H 1.34742 6.48405 -4.92848
61 C -3.89383 1.27191 -3.96436
62 C -1.10077 5.05693 4.30926
63 C 2.66989 6.25393 0.04703
64 C -0.59352 -1.50364 2.88299
65 C 3.30554 0.30369 -3.53066
66 O -1.86244 0.69262 0.18536
67 C -0.12737 -2.53994 -3.17776
68 H 2.44027 4.28749 -4.63610
69 C -2.60836 2.34343 -2.23715
70 C -4.96394 2.76100 -2.40738
71 H 4.94436 0.41759 0.15525
72 H -3.70771 3.64325 -0.91788
73 C -2.10761 -3.36081 2.94310
74 H -2.73449 -4.05526 3.48593
75 C -0.21405 4.69080 5.31126
76 C -1.00758 -2.57088 -0.56911
77 P 0.41381 3.04238 1.08741
78 H -1.06819 4.52318 -0.08985
79 N -3.04262 0.49445 0.69728
80 C 3.24954 0.18027 -1.13493
81 C -0.87249 5.05485 -2.81561
82 H -0.45240 0.36857 3.90753
83 H -1.77386 1.01262 -3.69338
84 O -3.14621 -0.48540 1.37995
85 C 2.71682 3.51069 -0.38359
86 O 0.81482 1.58999 1.13828
87 N 2.06876 -0.42781 -1.17872
88 H -2.55133 -4.19839 1.01414
89 C -1.21184 -2.52957 0.90132
90 H 2.65664 7.32212 0.21970

Forces on the atoms, in the same order (eV/Å):
0.0467 -0.0015 0.0464
0.0031 0.0479 -0.0261
0.0479 0.9287 -0.5559
0.0215 -0.0685 -0.0617
0.0143 -0.0441 0.0153
0.0107 0.0596 -0.0201
0.0967 -0.2291 0.1012
-0.1288 0.2470 -0.1336
-0.0085 -0.0266 -0.0154
0.0279 -0.0229 0.0220
0.0142 -0.0212 0.0124
0.0038 -0.0044 -0.0164
-0.0104 -0.0226 0.0706
-0.0157 0.0530 0.0196
-0.0013 0.3146 0.4817
0.0264 0.0108 0.0279
0.0104 0.0385 -0.1755
0.0146 0.0014 -0.0096
0.0072 -0.0079 0.0172
0.0087 -0.0007 0.0088
0.0149 0.0240 0.0468
-0.0131 0.0036 0.0041
-0.1506 -0.2556 0.0142
0.0219 0.0132 -0.0588
0.0435 -0.0019 0.0803
0.0595 -0.0533 -0.0055
0.0214 -0.0249 -0.0024
-0.0079 -0.0201 0.0087
0.1557 -0.2345 -0.0113
0.0041 0.0192 0.0262
-0.0252 0.0146 -0.0201
-0.0704 -0.0102 -0.0697
0.0025 -0.0064 0.0162
-0.1171 -0.0685 0.1139
0.0055 -0.0048 0.0215
-0.0549 -0.1204 0.0020
-0.0004 -0.0429 -0.0365
0.0230 -0.2915 -0.3809
0.0107 -0.0018 -0.0053
-0.1026 -0.0506 -0.0020
0.0036 0.0117 0.0188
0.0331 -0.0104 0.0124
0.1287 -0.6085 -0.0944
-0.0294 -0.0856 0.0691
0.0020 -0.0805 0.0525
0.0322 -0.0183 -0.0274
-0.0494 -0.0233 -0.2048
0.2586 0.1229 0.0754
0.0308 -0.0317 -0.0052
-0.0019 -0.0099 -0.0014
0.0429 0.0061 -0.0106
0.0044 0.0141 -0.0020
-0.0094 0.0217 0.0057
0.0426 0.0290 0.0446
0.0167 0.0167 0.0074
-0.0569 0.0566 0.0041
-0.1478 -0.1663 0.1491
-0.0251 -0.0030 0.0079
0.0167 0.0163 0.0008
-0.0146 -0.0117 -0.0149
0.0408 0.0274 -0.0149
-0.0375 0.0655 0.0664
-0.0124 0.0655 0.0488
-0.0807 -0.1020 -0.0042
-0.0137 -0.0065 0.0389
-0.1386 0.4076 -0.1682
0.0706 0.1047 0.0214
-0.0033 0.0019 0.0134
0.1976 -0.2494 0.3190
-0.0633 0.0241 -0.0266
0.0123 -0.0028 0.0120
-0.0118 -0.0267 0.0322
0.0235 0.0475 0.0383
-0.0033 0.0109 0.0095
-0.0245 -0.0197 -0.0801
0.0582 0.0653 -0.1839
-0.1164 0.4675 0.1875
0.0294 -0.0032 -0.0157
0.0979 0.3425 -0.1237
0.0312 0.0208 -0.1632
-0.0012 -0.0323 0.0472
-0.0027 0.0020 -0.0263
-0.0545 -0.0357 -0.0202
-0.2446 -0.3106 0.2641
-0.1298 0.0085 -0.0811
0.1070 -0.1033 -0.0712
0.0729 -0.0841 -0.1532
0.0012 0.0002 0.0193
-0.0921 -0.0607 0.3930
-0.0001 -0.0099 -0.0161

Computed, not measured: a structure of composition C42H38BrN5O4S2SbTl, with ωB97M-V/def2-TZVPD.

Energy above the lowest of the compared OMol25 structures with the same formula, charge and spin (kJ/mol): 5.3
2S+1: 1
Charge: -2
Frontier orbital gap (eV): 6.7
Lowest unoccupied orbital energy (eV): 4.1

CARTESIAN COORDINATES (ANGSTROEM)
1 C 3.02949 1.60369 -1.78641
2 C 0.64082 2.15378 -1.28216
3 H -6.56373 2.00093 2.99179
4 C 5.62821 2.55771 0.82299
5 Tl 1.17367 -0.94444 0.23753
6 C -0.97675 -3.52300 -2.23235
7 C 1.12573 -4.56732 0.59727
8 C -1.35754 -4.68594 -2.87679
9 C -6.49059 -2.63048 -1.00553
10 C 2.00805 2.58550 -1.69381
11 C 2.24542 3.89716 -2.07492
12 O 2.83903 0.37503 -1.39886
13 H 2.24703 -0.80991 -5.64148
14 C 2.41504 -2.59099 -3.05816
15 H 2.91939 -3.24132 -1.19679
16 H 5.76801 1.71731 0.15494
17 C -2.34093 -2.03733 4.77415
18 C -5.96514 -1.51572 -1.64661
19 N 0.15643 2.20045 -0.10254
20 H -1.98487 2.71772 1.26652
21 H -1.96402 -4.65035 -3.76900
22 C 4.34159 2.92509 1.17927
23 O 0.95660 -5.49184 1.40749
24 H 1.44229 4.62109 -1.97531
25 C -5.56209 2.16500 2.61048
26 Br -1.58438 -1.86224 -2.95251
27 C -2.99332 2.56561 1.63456
28 N 2.23403 -1.35207 -3.60644
29 H -1.17371 -6.81888 -2.78477
30 C -1.48414 -2.74248 2.24476
31 H 7.72853 2.97406 1.02887
32 C 1.56517 -1.17719 -4.86639
33 C 4.48425 3.34327 -2.69916
34 H 1.16649 -2.14235 -5.17348
35 N -0.22195 -3.45512 -1.16432
36 H 5.45627 3.62933 -3.08836
37 C -2.17749 -1.54666 2.42047
38 H -5.30611 0.12216 2.01915
39 N 0.99341 2.78113 0.84789
40 N 3.18208 -2.57337 -1.91398
41 H 2.75204 5.28698 3.05871
42 H -1.43006 -3.86601 5.43417
43 C -0.13569 -5.83737 -1.17888
44 O 1.95814 -3.61955 -3.55233
45 C 4.12412 4.01269 2.02297
46 C 3.48367 4.29902 -2.56491
47 C 4.26304 2.02803 -2.33171
48 C -4.21484 -1.34784 0.02836
49 H -7.36589 -3.12852 -1.40623
50 H -0.63915 -4.48546 3.13793
51 H -3.25447 4.61056 2.21595
52 C 0.87159 2.30299 2.03709
53 H -3.11195 -0.25570 3.86415
54 C -4.84763 1.10426 2.06490
55 H -5.54588 4.25819 3.09057
56 H -1.13366 -3.02775 1.25807
57 H 2.13009 4.63227 1.52515
58 H 0.21895 -6.73118 -0.68720
59 H -4.43067 -0.02984 -1.65720
60 H 0.24211 0.65381 -2.73847
61 H 5.06529 5.56763 3.15596
62 C 6.51710 4.35062 2.14587
63 H 3.49433 2.37199 0.79212
64 C -5.87997 -3.10636 0.14564
65 H 3.39550 -1.64784 -1.55645
66 H -6.42851 -1.14041 -2.55197
67 H 7.36223 4.91125 2.52927
68 H 0.73418 -0.47227 -4.78082
69 C -2.60138 -1.19745 3.69930
70 C -3.55638 1.29123 1.57955
71 C -4.83713 -0.89100 -1.13399
72 H -2.66325 -1.74972 5.76869
73 C 6.72262 3.26546 1.30711
74 C 2.72618 4.40899 2.41061
75 S 1.82131 3.11998 3.31504
76 H -4.28961 -2.85388 1.55733
77 C -4.99198 3.42918 2.66478
78 C 0.20875 -4.60682 -0.63580
79 H -6.27759 -3.98009 0.64960
80 H -1.21056 1.33518 -1.98077
81 C -1.64707 -3.22682 4.58620
82 H -0.29211 2.26616 -3.20623
83 C -1.21173 -3.58258 3.31797
84 C -4.75416 -2.46879 0.65640
85 C -0.21827 1.57310 -2.36362
86 C -0.91286 -5.87413 -2.32261
87 S -0.02668 0.97171 2.65248
88 H 2.47794 -0.55884 -3.01357
89 H 5.05037 1.28827 -2.43076
90 C 5.22408 4.71995 2.49696
91 H 3.65969 5.33187 -2.83951
92 Sb -2.41547 -0.30605 0.69549
93 O 1.92939 -3.60367 0.64767
94 C -3.70838 3.62752 2.17292

Forces on the atoms, in the same order (eV/Å):
0.0475 -0.0379 0.0231
0.0295 -0.0336 0.0738
-0.0009 0.0046 0.0019
0.0088 0.0013 0.0141
-0.0279 0.0068 0.0448
-0.0458 0.0317 -0.0243
-0.1438 0.1561 0.2072
-0.0017 -0.0089 0.0024
-0.0009 -0.0003 0.0035
-0.0447 0.0369 -0.0549
0.0381 -0.0100 0.0270
-0.0979 -0.0341 -0.0443
-0.0057 -0.0056 -0.0064
-0.1044 0.0541 0.0283
-0.0212 -0.0467 -0.0320
0.0041 0.0037 0.0077
-0.0015 -0.0041 0.0110
-0.0028 -0.0011 0.0046
0.0013 0.0499 -0.0363
-0.0085 0.0006 -0.0006
0.0010 0.0040 -0.0011
0.0343 -0.0335 -0.0443
0.0451 -0.0346 -0.0708
0.0002 -0.0052 0.0054
0.0036 -0.0115 -0.0016
0.0167 0.0077 -0.0171
0.0156 -0.0029 -0.0062
0.0803 -0.0658 0.0089
-0.0022 0.0005 -0.0023
-0.0016 0.0080 0.0234
-0.0002 -0.0043 -0.0008
-0.0093 0.0554 -0.0084
-0.0027 -0.0297 0.0104
-0.0015 0.0032 -0.0091
0.0958 0.0070 0.0260
-0.0026 0.0030 -0.0016
-0.0010 -0.0035 0.0089
0.0060 0.0023 -0.0038
-0.0684 -0.0159 0.0296
-0.0076 0.0248 0.0261
-0.0205 0.0024 -0.0076
0.0033 -0.0036 -0.0045
-0.0431 -0.0036 -0.0413
0.0681 -0.0261 0.0348
0.0043 -0.0057 -0.0133
-0.0291 0.0255 -0.0009
0.0537 0.0581 0.0027
-0.0339 -0.0106 -0.0033
0.0003 -0.0013 0.0012
-0.0026 -0.0032 0.0457
-0.0016 -0.0003 0.0006
0.0906 0.0829 -0.0199
-0.0004 -0.0001 0.0005
-0.0322 0.0129 0.0104
-0.0017 -0.0012 0.0014
0.0166 -0.0038 -0.0161
-0.0069 0.0004 -0.0020
0.0053 0.0019 0.0074
-0.0012 -0.0003 -0.0014
0.0170 0.0020 -0.0070
0.0011 0.0011 -0.0003
0.0033 -0.0068 -0.0145
-0.0109 0.0311 0.0236
-0.0063 -0.0039 -0.0046
0.0049 -0.0004 -0.0313
-0.0005 0.0017 -0.0002
-0.0013 0.0011 0.0030
0.0088 -0.0075 0.0078
0.0141 -0.0076 -0.0050
0.0159 -0.0332 -0.0294
0.0064 0.0089 0.0015
0.0001 -0.0018 -0.0003
-0.0088 0.0198 0.0043
0.0464 0.0254 -0.0072
-0.0396 -0.0475 0.0423
-0.0015 -0.0060 -0.0001
0.0081 0.0038 -0.0046
0.0604 -0.1304 -0.0355
-0.0013 -0.0009 -0.0019
0.0040 0.0067 0.0068
-0.0067 0.0034 0.0148
-0.0033 0.0088 0.0062
0.0140 -0.0074 -0.0848
0.0172 0.0153 0.0067
-0.0237 -0.0521 -0.0315
0.0064 0.0059 0.0225
0.0036 -0.0479 -0.0067
-0.0337 -0.0153 -0.0760
-0.0233 -0.0213 0.0122
-0.0111 -0.0019 0.0238
-0.0029 -0.0026 0.0030
0.0355 0.0290 0.0055
0.0221 0.0311 -0.0654
-0.0073 0.0030 0.0057